(1)
103
Properties=species:S:1:pos:R:3 method="wB97M-V/def2-TZVPD" gap_ha=0.2538 fmax_ev_per_a=1.633 total_energy_ha=-3376.56047 homo_ev=-10.807 total_charge=+1 e_lumo_ev=-3.90
I 1.5044 4.9368 1.0738
F 1.1785 3.8804 -5.2917
F -0.1987 5.4357 -4.6882
F 1.4579 4.8999 -3.4084
O 1.5488 3.3222 6.1623
O -4.5364 -3.8442 2.9094
O 0.3310 -9.9856 -5.3696
O 2.6192 -7.3196 2.9281
O -0.6040 -11.0178 -3.7298
O 1.2430 -8.6600 3.8978
O -0.7039 -2.6636 -1.2219
O 0.6854 4.2150 4.4086
O -6.1522 -3.1506 4.1486
O -0.2006 -3.1618 -3.2503
O 0.0324 10.2866 -3.7434
N 1.8633 9.6576 -2.2144
N -5.0618 -3.6559 3.9907
N -0.2247 -10.0106 -4.2904
N 1.5000 -7.7161 3.1802
N -0.4628 -2.3635 -2.3754
N -0.5147 10.1720 -1.3766
N 2.0356 7.9622 -3.7806
N 3.8601 8.4897 -2.3086
N 0.9949 3.2523 5.0880
C 1.0952 5.0771 -4.6977
C 0.6738 1.9101 4.5666
C 4.0762 7.4630 -1.2361
C -4.3148 -4.0697 5.1937
C -4.8937 -3.8966 6.4369
C -1.0580 -8.7234 -2.3665
C -0.7642 1.3283 -2.0564
C -1.7377 -5.6389 1.4472
C -0.2323 -0.5631 -4.0335
C -0.4354 -5.2467 1.1665
C -1.2577 -7.5087 -1.7297
C 1.9284 6.2168 -0.5867
C -2.3434 -4.9911 6.1561
C -0.9212 -7.4016 2.8687
C 2.5840 8.7108 -2.7968
C -0.5015 1.7289 -3.3595
C 2.9244 7.3338 -0.2382
C 0.0616 -0.5880 3.6135
C 0.3660 -6.9899 2.5744
C 2.8435 6.9244 -4.4590
C -0.2635 -6.3481 -3.5929
C -0.2646 0.5363 2.8660
C 1.0104 0.8065 5.3282
C 1.9566 6.1220 -5.4054
C 0.6325 -5.9246 1.7341
C -2.9012 -4.8246 7.4174
C -0.0530 -7.5572 -4.2380
C 0.6979 -0.4526 4.8401
C -0.2407 0.7873 -4.3466
C -0.8614 -6.3250 -2.3395
C -1.9788 -6.7125 2.2953
C -0.4553 -8.7212 -3.6105
C -0.7594 -0.0170 -1.7288
C -0.4882 -0.9343 -2.7264
C -4.1725 -4.2814 7.5563
C 0.0406 1.8011 3.3419
C -3.0548 -4.6111 5.0293
B 0.4137 10.0529 -2.4603
H 2.3967 8.2809 -0.1071
H 0.9508 -1.3286 5.4212
H 1.2887 6.7716 -5.9788
H 0.9530 6.5900 -0.8944
H -1.0113 -5.3783 -1.8368
H 2.5927 5.6140 -6.1332
H 4.9856 7.7567 -0.7093
H 4.4984 8.3299 -3.0814
H -0.3645 9.4953 -0.6347
H 1.5384 8.5150 -4.4733
H -1.7199 -7.4879 -0.7518
H -0.9618 -0.3523 -0.7230
H -2.5703 -5.1050 1.0065
H -1.3588 -9.6549 -1.9112
H 3.2715 6.2735 -3.6983
H -5.8829 -3.4727 6.5227
H -0.0398 1.1025 -5.3613
H -0.7629 0.4287 1.9122
H -2.9964 -7.0086 2.5139
H -0.1839 -1.5734 3.2400
H 3.6506 7.3852 -5.0384
H 0.0493 -5.4273 -4.0616
H -1.3557 -5.4188 6.0469
H 1.6533 -5.6379 1.5307
H -0.2519 -4.4136 0.5016
H 3.3854 7.1197 0.7290
H -2.3441 -5.1208 8.2962
H -0.5039 2.7806 -3.6087
H 4.2829 6.4879 -1.6914
H -0.5237 11.0853 -0.9314
H 0.4150 -7.6018 -5.2098
H -2.6410 -4.7331 4.0400
H -0.2152 2.6871 2.7801
H 2.3270 5.5446 -1.3450
H 0.7263 10.6126 -4.3287
H -0.0298 -1.3136 -4.7827
H -0.9715 2.0641 -1.2911
H -1.0863 -8.2368 3.5328
H 1.5049 0.9333 6.2793
H 2.3643 10.1306 -1.4706
H -4.6055 -4.1567 8.5392

---

(2)
142
Properties=species:S:1:pos:R:3 method="wB97M-V/def2-TZVPD" gap_ha=0.2171 fmax_ev_per_a=2.070 total_energy_ha=-26683.63010 homo_ev=-9.728 total_charge=+1 e_lumo_ev=-3.82
Cl -13.3567 -3.1389 -3.2691
Cl 7.8449 2.2037 4.3877
Cl -6.9668 4.7954 3.5109
Cl 8.4352 0.4910 2.1486
Cl 4.9260 4.7807 -4.1498
Cl 9.4104 5.2957 -3.7244
Cl 8.5996 5.9897 -1.0405
Cl 11.3572 6.2675 -1.8339
Cl 3.6160 2.3481 8.3545
Cl -14.2118 -2.3671 -0.6263
Cl 3.1908 2.6930 -8.9527
Cl 4.3902 -3.4901 -11.2233
Cl 1.1650 0.9984 -7.7370
Cl 2.5005 -3.5568 -9.0447
Cl 4.3119 2.1115 5.5661
Cl 0.8261 1.9271 -10.4180
Cl -11.9565 -2.2936 2.1665
Cl 5.8965 3.7703 7.3107
Cl -8.6330 2.4983 4.0139
Cl -9.0471 4.9350 5.5013
Cl 2.0237 -5.4562 -4.4503
Cl -0.2404 -9.0688 3.6574
Cl 6.9047 0.7252 -3.4141
Cl -5.3794 3.0256 1.1667
Cl 2.9004 5.4901 -6.0755
Cl 8.4765 2.4428 -1.7177
Cl -13.4104 -0.3537 -2.5282
Cl 1.4590 -6.1586 -7.1826
Cl 8.6874 -0.4265 -1.4586
Cl 4.2868 7.5520 -4.6141
Cl -9.5510 -3.7308 2.8429
Cl 6.2996 0.9441 -0.5898
Cl -0.6135 -6.2276 3.9869
Cl 4.9325 -5.0929 -8.8871
Cl -6.7013 3.3347 5.9887
Cl -0.6490 -6.2317 -5.2080
Cl 9.3644 8.0575 -2.8989
Cl -10.1275 -1.1996 4.1039
Cl 9.3676 -0.2118 4.7884
Cl -11.4391 -2.1138 -1.3747
Cl -11.6970 -3.5276 4.7590
Cl 0.4262 -3.7054 -6.1321
Cl 6.5581 -0.3671 4.1580
Cl 2.3864 5.8559 -3.2736
Cl 5.9894 0.9035 7.5870
Cl 1.9384 -7.2586 3.1206
Cl 2.8457 -5.8741 -10.7180
Cl 0.6281 3.8521 -8.3065
Cl 1.0562 -7.6891 5.8302
S 2.3990 -1.1080 -5.3263
P -4.3573 0.2338 2.4491
P -2.1021 2.4646 -1.9807
P 1.7094 -0.8633 3.2111
P -4.5325 1.8149 -0.2557
P -1.5211 -0.9592 3.6325
O -0.2075 -0.9598 -4.4809
O -1.0125 3.6621 -1.8019
O -1.3657 1.4337 -2.9929
O -5.4906 0.5154 -0.3838
O -2.3772 -0.1218 4.7797
N -1.2995 -1.0013 -6.3797
N -2.8923 1.2073 0.4170
N 4.3353 0.9843 1.6139
N 0.0357 -1.0861 -6.6402
C 3.6315 5.9183 -4.5341
C 1.1626 0.0995 4.6925
C -7.8409 3.8937 4.7591
C -3.7345 2.4374 4.0962
C -6.9072 -0.7706 2.1295
C -2.5463 -2.4455 3.2580
C 0.5566 1.3655 -0.7623
C 2.0535 0.2825 0.7820
C 7.5961 0.9205 -1.7940
C 3.6671 -4.4995 -9.9702
C 3.3166 0.2048 -2.3373
C 0.8118 -5.3917 -5.7406
C 2.5950 -1.8030 -3.6675
C 1.0551 -2.6018 3.3391
C 1.0088 -0.0347 1.6793
C 9.6849 6.4039 -2.3756
C -4.8033 1.3611 3.8040
C -2.7777 0.4871 1.6057
C -1.3923 -0.9381 -5.0890
C 1.4550 2.3697 -8.8317
C -1.8291 1.4789 -0.3460
C 3.5009 -0.0998 1.0508
C -13.1065 -1.9934 -1.9529
C -0.3546 0.3293 1.2969
C -0.5413 1.0457 0.0748
C 2.2624 -3.5140 3.5685
C -1.5416 0.0281 2.0562
C 3.6168 2.1475 2.1050
C 2.2440 -0.8495 -2.5256
C 8.0599 0.5290 3.8696
C -5.4109 -1.1917 2.0841
C 1.8301 0.9831 -0.4323
C 0.5375 -7.5680 4.1505
C -10.8396 -2.6898 3.4686
C 4.9560 2.2823 7.2084
C 0.6935 -1.0559 -5.5102
C 2.9323 1.3695 -1.3783
H 4.9782 0.6199 2.2995
H 1.9553 -4.5201 3.8310
H -7.3760 -0.9921 1.1786
H 0.4361 -2.6521 4.2273
H 4.1997 -0.3000 -1.9594
H -1.4533 4.4515 -1.4689
H 3.5628 -1.0042 1.6326
H 2.8310 -3.5830 2.6416
H -5.2096 -1.5160 1.0698
H -2.9135 2.3982 3.3869
H 2.0011 0.6488 5.1003
H -6.9906 0.3029 2.2567
H -7.4327 -1.3126 2.9032
H -2.8271 -2.4725 2.2104
H 0.7256 -0.5658 5.4265
H -2.3163 -0.8591 -4.5489
H -5.1613 -0.0356 -1.1067
H 3.5700 0.5958 -3.3178
H -3.3634 2.2864 5.0972
H 3.8190 1.6265 -0.8170
H -3.0849 -0.7001 5.0873
H -5.0358 0.8024 4.7047
H 4.3393 2.7702 2.6297
H 0.5131 -2.8801 2.4383
H 0.4226 1.9204 -1.6636
H -4.1880 3.4155 4.0026
H -5.7245 1.8752 3.5483
H 3.6271 -2.1349 -3.6139
H 1.9708 -2.6841 -3.5803
H 3.2426 2.7689 1.2984
H -1.9256 -3.3145 3.4419
H -3.4322 -2.4763 3.8803
H -0.8504 1.9038 -3.6640
H 0.3902 0.8045 4.3976
H 2.1083 -1.4762 -1.6476
H 1.2974 -0.3842 -2.7874
H -5.2808 -2.0713 2.7053
H 2.8353 1.9302 2.8362
H 3.9284 -0.3525 0.0799
H 2.6089 2.1783 -2.0154
H 2.9419 -3.1187 4.3155

---

(3)
84
Properties=species:S:1:pos:R:3 method="wB97M-V/def2-TZVPD" gap_ha="0.1934 / 0.1928" fmax_ev_per_a=0.504 total_energy_ha=-6480.44048 homo_ev="-19.326 / -19.322" total_charge=+4 e_lumo_ev="-14.06 / -14.07"
Sb -1.2736 3.0213 -0.7283
Sb -0.6199 0.7074 2.7856
Ru -0.4848 0.5601 0.2386
As 1.8650 0.0024 -0.1478
As -0.9325 -1.4841 -1.0330
C -4.9106 1.6564 3.0461
C -2.6810 0.9480 2.5913
C 1.9308 -1.5968 -1.2073
C 1.7199 0.0357 6.3426
C 2.2114 5.3651 -3.1242
C 0.0919 0.0236 4.6029
C 0.3470 2.4710 2.0267
C 0.7503 -2.2910 -1.4702
C -2.9381 3.2229 -1.9437
C -3.7786 3.6954 -4.1335
C 0.5947 5.2499 -1.3436
C -5.2805 1.3362 1.7461
C -1.5746 3.9487 1.1739
C 0.3265 3.9329 -1.7184
C -2.0945 -2.8068 -0.2438
C -4.3569 0.8126 0.8440
C -0.7500 -0.8237 5.3288
C 1.5442 5.9640 -2.0633
C 2.0084 -4.0354 -2.5331
C -5.2550 3.7484 -2.2131
C -1.7605 -0.9686 -2.7061
C 0.7851 -3.5152 -2.1288
C 0.8873 -0.7946 7.0900
C 2.7124 -0.4675 1.5306
C -0.3394 -1.2211 6.5905
C 1.9332 4.0515 -3.4879
C 0.9872 3.3226 -2.7833
C -3.0552 0.6164 1.2768
C 3.1835 -3.3358 -2.2900
C 3.0700 1.2927 -0.9262
C 1.3369 0.4441 5.0771
C -0.3274 3.8516 2.0507
C -4.2086 3.3957 -1.3819
C 3.1515 -2.1176 -1.6225
C -5.0422 3.8869 -3.5834
C -3.5996 1.4738 3.4844
C -2.7133 3.3526 -3.3202
H 2.8803 1.3778 -1.9922
H 1.7535 6.9917 -1.7972
H -6.3098 1.4727 1.4395
H -5.6531 2.0419 3.7332
H 2.9468 5.9312 -3.6807
H -2.3618 -0.0354 0.6929
H 2.4427 3.6047 -4.3317
H -1.8668 4.9819 0.9787
H 0.0700 5.7392 -0.5310
H -1.1905 -0.1751 -3.1858
H -1.7286 3.2308 -3.7550
H 4.0856 0.9314 -0.7621
H -2.7853 -0.6470 -2.5273
H 2.0426 -4.9880 -3.0451
H 0.4195 4.5738 1.7139
H -2.9620 -2.3278 0.2066
H -1.7572 -1.8478 -3.3519
H 2.9518 2.2645 -0.4493
H 2.6666 0.3645 6.7496
H -6.2359 3.9277 -1.7929
H 2.1121 -1.1937 2.0768
H -4.6687 0.5293 -0.1531
H -0.1227 -4.0688 -2.3381
H -0.9756 -1.8641 7.1836
H 2.8820 0.4259 2.1313
H 1.3290 2.4610 2.5055
H -1.7057 -1.1556 4.9402
H -3.6186 3.8235 -5.1958
H -1.5440 -3.3727 0.5052
H -5.8689 4.1557 -4.2285
H 0.7449 2.3109 -3.0924
H -0.5813 4.1314 3.0747
H -4.3760 3.3075 -0.3169
H -2.4355 3.4445 1.6143
H 1.2009 -1.1134 8.0755
H 0.6316 2.2604 0.9555
H 4.0812 -1.5955 -1.4287
H 4.1314 -3.7438 -2.6149
H 1.9863 1.0939 4.5036
H -3.3255 1.7306 4.5003
H -2.4314 -3.4782 -1.0339
H 3.6780 -0.9186 1.2982

---

(4)
97
Properties=species:S:1:pos:R:3 method="wB97M-V/def2-TZVPD" gap_ha=0.2196 fmax_ev_per_a=0.512 total_energy_ha=-6413.42506 homo_ev=-4.221 total_charge=-1 e_lumo_ev=1.76 e_above_lowest_kcal_mol=0.0
Y -2.1525 0.2416 -0.4195
Se -5.0536 0.7793 -0.3920
Cl 0.5173 -0.9235 5.8434
Cl 5.9818 -0.1433 5.1671
Cl 3.4329 3.2160 4.0853
S 5.1916 -2.9244 4.4732
O -0.3624 2.8777 2.7157
O -2.9022 -1.6185 -1.7685
O 5.0626 0.4924 1.0756
O -2.8866 -1.4918 3.5009
O -2.9217 -0.9858 1.3194
N -2.3825 2.7379 -0.2494
N 2.4408 1.1052 -0.0423
N -5.9732 3.1040 -4.4273
N -0.8153 -2.8656 0.1691
N -1.5452 1.2189 1.6209
N -1.8745 -3.5270 -2.4296
N 0.6039 -0.0982 -0.3068
C -0.0541 -3.3656 -0.8021
C 2.0322 1.0548 4.8222
C 5.0886 -3.4293 2.8372
C 3.3431 2.0509 0.5784
C 5.7090 -1.3617 3.9887
C -1.5142 2.6579 -4.6925
C 1.9660 -1.0063 3.5746
C 5.4346 -2.4370 1.9797
C -1.3505 3.3510 0.5854
C 1.1686 0.8895 0.3573
C -2.5442 -0.8103 2.5369
C -1.0399 2.2320 -3.2967
C -2.9635 -2.7938 -2.0830
C 1.3802 -4.4457 0.7644
C 4.1941 1.4319 1.6899
C -5.6799 1.8011 -4.4093
C -0.5294 -3.0312 -2.1987
C 1.5802 -0.5432 -1.1739
C -5.3927 1.0796 -3.2647
C 1.5905 -0.2434 4.6702
C 2.8944 1.5736 3.8680
C -5.3940 1.7132 -2.0193
C -0.5226 -3.1647 1.4295
C 2.7241 0.1729 -1.0115
C 0.4728 2.0394 -3.3078
C 1.0565 -4.1580 -0.5552
C -1.5132 0.3103 2.7444
C -5.7063 3.0746 -2.0376
C 5.7919 -1.2220 2.6386
C 2.8062 -0.4560 2.6276
C 0.5726 -3.9530 1.7737
C -4.2831 -3.5169 -2.1056
C 3.3098 0.8365 2.7658
C -1.7724 0.9933 -2.7700
C -5.9778 3.7093 -3.2397
C -1.0592 2.4407 1.7812
C 6.1274 0.0459 1.9096
H -1.6068 4.3444 0.9619
H 0.7437 1.2119 -3.9735
H -1.3300 1.8498 -5.4083
H -0.4310 3.4538 -0.0015
H 3.6840 0.1231 -1.4941
H -1.6878 0.8109 3.6985
H -2.5866 3.2600 -1.0941
H -0.5396 -0.1954 2.8418
H -5.1511 0.0266 -3.3335
H 6.4029 0.8258 2.6247
H -5.0771 -2.7819 -2.2082
H 0.7404 1.4488 1.1746
H 0.1416 -3.4377 -2.9565
H 0.7720 -4.1744 2.8143
H 5.4166 -2.5403 0.9029
H 1.7033 1.6623 5.6518
H 3.9905 2.4789 -0.1863
H -3.2554 2.6519 0.2699
H -1.2342 3.0863 -2.6294
H -1.1909 -2.7687 2.1873
H -2.0049 -4.5247 -2.4736
H -5.7374 3.6353 -1.1113
H 1.4157 -1.3428 -1.8725
H 0.8400 1.7919 -2.3107
H 0.9966 2.9350 -3.6600
H -0.9996 3.5577 -5.0550
H -4.3389 -4.2614 -2.8996
H 2.7390 2.8468 1.0156
H -1.5310 0.1539 -3.4520
H -2.5892 2.8531 -4.6916
H 3.0845 -1.0389 1.7577
H 4.7823 -4.4352 2.5986
H 6.9785 -0.1220 1.2475
H -0.5746 -1.9482 -2.3283
H 4.7933 2.2387 2.1206
H 2.2420 -5.0601 0.9959
H 1.6524 -4.5395 -1.3759
H 1.5781 -2.0074 3.4547
H -2.8459 1.1561 -2.9332
H -6.2183 4.7690 -3.2454
H -4.4081 -4.0122 -1.1401
H -5.6661 1.3034 -5.3748